Model one:
ORCA calculation (ωB97M-V/def2-TZVPD) on a cluster of 3 separate species, C4H14NO2 in total.

Each atom is followed by the atoms it is bonded to, with distances in Å.
Geometry (Å):
1 C -0.287 0.917 1.728  C2 1.528, H6 1.095, H7 1.093, H8 1.093
2 C 0.954 0.900 0.837  C1 1.528, C3 1.480, H9 1.089, H10 1.095
3 C 0.721 0.700 -0.611  C2 1.480, C4 1.330, N5 1.483
4 C 0.728 1.609 -1.582  C3 1.330, H11 1.079, H12 1.085
5 N -0.096 -0.508 -0.881  C3 1.483, H13 1.020, H14 1.037, H15 1.044
6 H -0.042 1.183 2.762  C1 1.095
7 H -0.980 1.733 1.508  C1 1.093
8 H -0.774 -0.060 1.770  C1 1.093
9 H 1.489 1.835 0.991  C2 1.089
10 H 1.608 0.118 1.238  C2 1.095
11 H 0.966 2.654 -1.459  C4 1.079
12 H 0.415 1.251 -2.558  C4 1.085
13 H -0.108 -0.853 -1.840  N5 1.020
14 H -1.086 -0.360 -0.610  N5 1.037
15 H 0.284 -1.315 -0.338  N5 1.044
16 H 2.183 -2.581 -0.474  O18 0.953
17 H 1.970 -2.735 1.038  O18 0.957
18 O 1.556 -2.438 0.228  H16 0.953, H17 0.957
19 H -3.293 -1.138 0.054  O21 0.947
20 H -3.402 -0.237 -1.189  O21 0.938
21 O -2.806 -0.675 -0.613  H19 0.947, H20 0.938

HOMO = -14.04 eV
LUMO = -0.1077 Eh
Total charge = +1

---

Model two:
ORCA calculation (ωB97M-V/def2-TZVPD) on a cluster of 2 separate species, C4H14NO2 in total.

Each atom is followed by the atoms it is bonded to, with distances in Å.
Geometry (Å):
1 C 0.323 -0.459 -1.829  C2 1.589, H7 1.049, H8 1.111, H9 1.093
2 C 0.106 0.331 -0.467  C1 1.589, C3 1.573, N6 1.426, H10 1.104
3 C -1.434 0.576 -0.257  C2 1.573, C4 1.511, O5 1.427, H11 1.122
4 C -2.335 -0.637 -0.276  C3 1.511, H12 1.172, H13 1.146, H14 1.064
5 O -1.458 1.168 1.041  C3 1.427, H15 0.972
6 N 0.636 -0.285 0.705  C2 1.426, H16 1.042, H17 1.019, H18 1.103
7 H -0.080 0.187 -2.550  C1 1.049
8 H -0.182 -1.449 -1.828  C1 1.111
9 H 1.394 -0.435 -2.044  C1 1.093
10 H 0.755 1.178 -0.751  C2 1.104
11 H -1.824 1.162 -1.131  C3 1.122
12 H -2.271 -0.993 -1.390  C4 1.172
13 H -3.410 -0.293 -0.072  C4 1.146
14 H -1.987 -1.391 0.389  C4 1.064
15 H -2.355 1.501 1.216  O5 0.972
16 H 0.209 0.314 1.443  N6 1.042
17 H 1.646 -0.293 0.841  N6 1.019
18 H 0.276 -1.299 0.946  N6 1.103
19 H 3.884 -1.030 1.439  O21 0.986
20 H 3.993 -0.423 0.070  O21 1.015
21 O 3.401 -0.368 0.892  H19 0.986, H20 1.015

HOMO = -14.68 eV
LUMO = -0.1128 Eh
Total charge = +1

---

Model three:
ORCA calculation (ωB97M-V/def2-TZVPD) on a cluster of 3 separate species, C4H14NO2 in total.

Each atom is followed by the atoms it is bonded to, with distances in Å.
Geometry (Å):
1 C 1.972 0.857 -0.411  C2 1.579, H6 1.073, H7 1.019, H8 1.151
2 C 1.013 -0.306 -0.881  C1 1.579, C3 1.478, H9 1.109, H10 1.101
3 C -0.445 -0.203 -1.100  C2 1.478, C4 1.367, N5 1.495
4 C -1.115 -0.405 -2.275  C3 1.367, H11 1.139, H12 1.105
5 N -1.227 -0.079 0.168  C3 1.495, H13 1.061, H14 1.137, H15 1.054
6 H 2.982 0.500 -0.477  C1 1.073
7 H 1.870 1.725 -0.936  C1 1.019
8 H 1.680 1.123 0.671  C1 1.151
9 H 1.382 -0.746 -1.830  C2 1.109
10 H 1.137 -1.142 -0.175  C2 1.101
11 H -0.766 -0.970 -3.200  C4 1.139
12 H -2.189 -0.148 -2.279  C4 1.105
13 H -2.249 -0.352 0.083  N5 1.061
14 H -1.051 0.967 0.580  N5 1.137
15 H -0.821 -0.704 0.914  N5 1.054
16 H -0.170 -3.162 2.158  O18 0.987
17 H 0.782 -2.016 2.430  O18 0.973
18 O 0.178 -2.340 1.739  H16 0.987, H17 0.973
19 H -0.225 3.173 0.969  O21 0.962
20 H -0.341 2.473 2.431  O21 0.994
21 O -0.426 2.362 1.447  H19 0.962, H20 0.994

HOMO = -13.54 eV
LUMO = -0.1160 Eh
Total charge = +1

---

Model four:
ORCA calculation (ωB97M-V/def2-TZVPD) on a cluster of 2 separate species, C4H14NO2 in total.

Each atom is followed by the atoms it is bonded to, with distances in Å.
Geometry (Å):
1 O -2.411 0.918 0.177  C2 1.406, H7 0.957
2 C -1.928 -0.026 1.100  O1 1.406, C3 1.533, H8 1.091, H9 1.089
3 C -0.401 0.103 1.081  C2 1.533, N4 1.521, H10 1.085, H11 1.084
4 N -0.003 0.567 -0.312  C3 1.521, C5 1.511, H12 1.027, H13 1.018
5 C -0.163 -0.477 -1.392  N4 1.511, C6 1.505, H14 1.084, H15 1.087
6 C 0.941 -1.496 -1.304  C5 1.505, H16 1.089, H17 1.087, H18 1.094
7 H -3.300 1.185 0.410  O1 0.957
8 H -2.205 0.209 2.128  C2 1.091
9 H -2.314 -1.025 0.899  C2 1.089
10 H -0.134 0.900 1.767  C3 1.085
11 H 0.129 -0.819 1.289  C3 1.084
12 H 0.982 0.859 -0.343  N4 1.027
13 H -0.577 1.407 -0.344  N4 1.018
14 H -1.168 -0.871 -1.297  C5 1.084
15 H -0.126 0.105 -2.310  C5 1.087
16 H 0.885 -2.124 -2.192  C6 1.089
17 H 1.920 -1.056 -1.134  C6 1.087
18 H 0.753 -2.225 -0.511  C6 1.094
19 H 3.516 0.697 0.631  O21 0.958
20 H 2.922 2.049 0.818  O21 0.960
21 O 2.682 1.120 0.838  H19 0.958, H20 0.960

HOMO = -15.00 eV
LUMO = -0.1028 Eh
Total charge = +1

---

The calculated energies rank the structures as follows, beginning with the most stable: model four, model one, model two, model three.

---

Model one:
ORCA calculation (ωB97M-V/def2-TZVPD) on a cluster of 4 separate species, C4H14NO2 in total.

Each atom is followed by the atoms it is bonded to, with distances in Å.
Geometry (Å):
1 C 0.618 -0.249 1.354  C2 1.567, H6 1.086, H7 1.088, H8 1.088
2 C 0.948 -0.757 -0.091  C1 1.567, C3 1.534, H9 1.090, H10 1.093
3 C -0.117 -0.204 -1.048  C2 1.534, C4 1.428, N5 1.302
4 C 0.437 0.534 -2.137  C3 1.428, H11 1.083, H12 1.086
5 N -1.347 -0.627 -0.993  C3 1.302, H14 1.031
6 H -0.385 0.168 1.349  C1 1.086
7 H 0.469 -1.095 2.021  C1 1.088
8 H 1.382 0.410 1.759  C1 1.088
9 H 1.958 -0.491 -0.405  C2 1.090
10 H 0.867 -1.843 -0.170  C2 1.093
11 H 1.516 0.622 -2.109  C4 1.083
12 H -0.076 1.072 -2.930  C4 1.086
13 H 0.434 -2.453 -2.956  H17 0.756
14 H -1.826 -0.160 -1.777  N5 1.031
15 H -1.353 -2.294 0.140  O18 0.963
16 H -1.650 -3.571 0.838  O18 0.957
17 H 0.222 -2.235 -2.263  H13 0.756
18 O -1.306 -2.696 1.014  H15 0.963, H16 0.957
19 H -0.145 4.341 2.033  O21 0.956
20 H 1.244 4.824 1.797  O21 0.954
21 O 0.692 4.057 1.670  H19 0.956, H20 0.954

HOMO = -14.25 eV
LUMO = -0.3310 Eh
Total charge = +1

---

Model two:
ORCA calculation (ωB97M-V/def2-TZVPD) on a cluster of 2 separate species, C4H14NO2 in total.

Each atom is followed by the atoms it is bonded to, with distances in Å.
Geometry (Å):
1 C 0.283 -1.556 0.122  C2 1.457, H7 1.057, H8 1.100, H9 1.064
2 C -0.341 -0.558 -0.737  C1 1.457, C3 1.593, N6 1.550, H10 1.105
3 C 0.409 0.679 -1.404  C2 1.593, C4 1.560, O5 1.388, H11 1.136
4 C 1.926 0.553 -1.059  C3 1.560, H12 1.225, H13 1.134, H14 1.058
5 O -0.102 1.932 -1.098  C3 1.388, H15 0.976
6 N -1.510 0.141 0.003  C2 1.550, H16 0.978, H17 1.040, H18 1.051
7 H 1.012 -2.254 -0.192  C1 1.057
8 H 0.682 -1.064 1.022  C1 1.100
9 H -0.427 -2.108 0.690  C1 1.064
10 H -0.897 -1.091 -1.529  C2 1.105
11 H 0.229 0.623 -2.525  C3 1.136
12 H 2.540 -0.507 -1.056  C4 1.225
13 H 2.385 1.460 -1.562  C4 1.134
14 H 1.825 0.754 -0.025  C4 1.058
15 H 0.651 2.479 -1.394  O5 0.976
16 H -1.270 0.788 0.698  N6 0.978
17 H -2.221 0.544 -0.641  N6 1.040
18 H -2.064 -0.529 0.592  N6 1.051
19 H -0.344 -0.200 2.995  O21 0.919
20 H -1.640 0.363 3.693  O21 1.001
21 O -1.126 -0.447 3.409  H19 0.919, H20 1.001

HOMO = -14.65 eV
LUMO = -0.1276 Eh
Total charge = +1

---

Model three:
ORCA calculation (ωB97M-V/def2-TZVPD) on a cluster of 3 separate species, C4H14NO2 in total.

Each atom is followed by the atoms it is bonded to, with distances in Å.
Geometry (Å):
1 C 1.188 1.305 -1.707  C2 1.538, H6 1.085, H7 1.079, H8 1.105
2 C 1.834 0.262 -0.779  C1 1.538, C3 1.513, H9 1.107, H10 1.096
3 C 1.434 0.225 0.680  C2 1.513, N5 1.507, H11 1.098, H12 1.094
4 C -0.533 -0.709 1.681  N5 1.273, H13 1.084, H14 1.085
5 N -0.059 0.039 0.767  C3 1.507, C4 1.273, H15 1.025
6 H 0.129 1.412 -1.493  C1 1.085
7 H 1.345 1.145 -2.762  C1 1.079
8 H 1.720 2.261 -1.553  C1 1.105
9 H 2.890 0.587 -0.709  C2 1.107
10 H 1.825 -0.735 -1.234  C2 1.096
11 H 1.652 1.060 1.359  C3 1.098
12 H 1.786 -0.692 1.160  C3 1.094
13 H -0.035 -1.356 2.393  C4 1.084
14 H -1.611 -0.685 1.804  C4 1.085
15 H -0.663 0.717 0.290  N5 1.025
16 H -2.278 2.267 -0.868  O18 0.968
17 H -2.744 0.883 -1.136  O18 0.974
18 O -2.353 1.413 -0.419  H16 0.968, H17 0.974
19 H -2.500 -3.030 1.232  O21 0.968
20 H -1.474 -3.446 0.230  O21 0.988
21 O -1.552 -2.924 1.065  H19 0.968, H20 0.988

HOMO = -15.50 eV
LUMO = -0.1432 Eh
Total charge = +1

---

The calculated energies rank the structures as follows, beginning with the most stable: model three, model two, model one.